This record from the Open Molecules 2025 dataset describes 2 unconnected molecules or ions with the total composition C2H4N2S3 in a non-equilibrium geometry. The level of theory is the ωB97M-V functional and the def2-TZVPD basis.

Properties
Relative energy (zero: lowest compared OMol25 entry of this formula, charge and spin), kJ/mol: 524.6
Total energy, a.u.: -1382.4723
E_HOMO, eV: -8.345
Frontier orbital gap, eV: 8.4
Net charge: 0
LUMO, eV: 0.08

Geometry as XYZ:
```
11
C2H4N2S3 the ωB97M-V functional and the def2-TZVPD basis
H -2.286 2.305 0.238
H 3.695 -0.410 -0.618
N 0.676 0.730 0.268
S -0.057 -0.747 -0.001
H -3.887 -0.941 -0.408
C -1.610 -0.385 -0.046
N -0.161 1.672 0.247
H 2.633 -2.243 -0.492
S -2.803 -1.615 0.008
S 3.568 -1.524 0.013
C -1.315 1.941 0.147
```

Löwdin population analysis, charges in e, atoms 1 to 8: atom 1 (H): 0.060, atom 2 (H): -0.245, atom 3 (N): -0.362, atom 4 (S): 0.851, atom 5 (H): -0.142, atom 6 (C): -0.953, atom 7 (N): -0.214, atom 8 (H): -0.277